Here is a cluster of 2 separate species, H2Se in total at a distorted geometry from the Open Molecules 2025 dataset. Energies are from wB97M-V/def2-TZVPD.

For the energy above the lowest of the compared OMol25 structures with the same formula, charge and spin, the calculation gives 3.1352 eV. Its largest force on an atom is 0.0662 hartree/bohr. The multiplicity is 1. As for the HOMO-LUMO gap (spin up / spin down): 7.19 / 7.18 eV. As for the HOMO energy (spin up / spin down): -9.5 / -9.5 eV.

XYZ file:
```
3
Properties=species:S:1:pos:R:3:nbo_charge:R:1
Se -1.022 -0.024 -0.012 -0.109
H 1.188 -1.066 0.006 0.045
H -0.166 1.090 0.006 0.064
```

***

Here is a structure of composition C33H25F12N3O6Pt from the Open Molecules 2025 dataset. Energies are from wB97M-V/def2-TZVPD.

For the energy above the lowest of the compared OMol25 structures with the same formula, charge and spin, the calculation gives 2.5845 eV. Its largest force on an atom is 0.0143 hartree/bohr. The multiplicity is 1. As for the HOMO-LUMO gap: 6.09 eV. As for the HOMO energy: -1.8 eV. The charge is -2.

XYZ file:
```
80
Properties=species:S:1:pos:R:3:mulliken_charge:R:1
Pt -0.935 -0.229 1.493 2.341
C 3.130 -4.246 -1.967 -1.614
C 2.564 -3.404 -0.854 0.561
C 3.236 -2.290 -0.366 -1.134
C 2.667 -1.495 0.608 -0.025
C 1.397 -1.764 1.144 -0.029
N 0.834 -0.897 2.083 0.181
C 1.663 -0.259 2.980 0.528
C 2.599 -1.056 3.673 -0.090
C 3.487 -0.535 4.585 -1.212
C 3.482 0.826 4.878 0.576
C 4.425 1.424 5.889 -1.489
C 2.553 1.613 4.218 -0.797
C 1.634 1.118 3.289 -0.798
C 0.704 2.092 2.533 1.541
O -0.518 1.626 2.173 -1.263
C 0.346 3.336 3.422 0.326
F 1.353 4.241 3.573 -0.298
F -0.009 2.956 4.661 -0.272
F -0.679 4.029 2.921 -0.248
C 1.497 2.609 1.299 0.564
F 0.848 3.619 0.683 -0.293
F 1.672 1.637 0.407 -0.155
F 2.727 3.084 1.604 -0.323
C 0.704 -2.891 0.648 -1.239
C 1.311 -3.681 -0.326 -0.363
C -0.716 -3.182 1.163 1.818
O -1.555 -2.113 1.181 -1.259
C -1.470 -4.240 0.292 0.131
F -2.754 -4.352 0.651 -0.293
F -0.948 -5.497 0.393 -0.317
F -1.461 -3.919 -1.001 -0.128
C -0.590 -3.814 2.602 0.677
F -0.283 -2.912 3.533 -0.175
F -1.728 -4.410 3.014 -0.314
F 0.372 -4.771 2.658 -0.323
H 4.219 -4.172 -2.003 0.407
H 2.741 -3.926 -2.937 0.241
H 2.865 -5.298 -1.842 0.376
H 4.202 -2.016 -0.778 0.303
H 3.189 -0.611 0.950 0.496
H 2.596 -2.119 3.463 0.469
H 4.188 -1.197 5.086 0.296
H 5.275 0.763 6.069 0.370
H 3.932 1.596 6.851 0.277
H 4.815 2.386 5.548 0.365
H 2.566 2.674 4.427 0.508
H 0.793 -4.546 -0.713 0.414
O -4.855 0.460 0.060 -0.803
C -3.625 0.461 0.013 -0.157
O -2.873 0.336 1.028 -0.674
C -3.096 0.740 -1.439 0.803
N -1.627 0.684 -1.673 0.801
C -1.290 3.228 -2.079 -1.013
C -2.597 3.184 -1.272 -0.436
C -3.585 2.148 -1.810 -1.183
H -3.552 -0.022 -2.069 0.259
H -0.196 -0.676 -1.964 0.265
H -1.154 0.773 -0.752 -0.908
H -1.357 4.005 -2.846 0.446
H -0.447 3.492 -1.449 0.067
H -3.055 4.175 -1.265 0.522
H -2.379 2.944 -0.225 0.028
H -3.705 2.257 -2.889 0.405
H -4.564 2.263 -1.353 0.667
O -1.259 -1.950 -3.956 -0.678
C -1.466 -0.850 -3.495 -0.040
N -1.197 -0.598 -2.137 -0.338
C -0.886 1.937 -2.796 1.949
O 0.335 1.656 -2.923 -0.894
C -1.690 1.594 -4.055 -0.081
C -2.004 2.566 -5.002 -0.410
C -2.613 2.225 -6.198 -0.620
C -2.910 0.897 -6.483 -0.606
C -2.568 -0.081 -5.567 -0.880
C -1.962 0.263 -4.362 0.666
H -1.771 3.603 -4.802 0.298
H -2.858 3.001 -6.915 0.400
H -3.388 0.629 -7.417 0.373
H -2.746 -1.130 -5.765 0.459
```

***

Here is a cluster of 2 separate species, CH4S2 in total at a distorted geometry from the Open Molecules 2025 dataset. Energies are from wB97M-V/def2-TZVPD.

The SMILES is C=S.S. For the energy above the lowest of the compared OMol25 structures with the same formula, charge and spin, the calculation gives 1.9596 eV. Its largest force on an atom is 0.0977 hartree/bohr. The multiplicity is 1. As for the HOMO-LUMO gap: 8.37 eV. As for the HOMO energy: -8.8 eV.

XYZ file:
```
7
Properties=species:S:1:pos:R:3:nbo_charge:R:1
C 2.535 -0.624 0.087 -0.486
S -2.510 0.853 0.145 -0.243
S 0.898 -0.592 0.124 0.051
H 3.116 -0.033 0.766 0.213
H 2.738 -1.343 -0.703 0.222
H -3.716 1.465 0.343 0.142
H -3.061 0.275 -0.762 0.101
```

***

Here is a cluster of 14 separate species, C24H76O14 in total at a distorted geometry from the Open Molecules 2025 dataset. Energies are from wB97M-V/def2-TZVPD.

For the energy above the lowest of the compared OMol25 structures with the same formula, charge and spin, the calculation gives 3.8803 eV. Its largest force on an atom is 0.0615 hartree/bohr. The multiplicity is 1. As for the HOMO-LUMO gap: 9.54 eV. As for the HOMO energy: -9.3 eV.

XYZ file:
```
114
Properties=species:S:1:pos:R:3:mulliken_charge:R:1
O -2.027 3.671 -0.784 -0.589
H -1.330 3.984 -0.193 0.191
H -2.793 3.525 -0.214 0.315
O 3.106 -0.554 0.070 -0.610
H 2.927 -0.798 -0.844 0.095
H 3.363 -1.381 0.538 0.164
C -0.046 -0.168 5.110 -0.834
C -1.015 -1.165 4.425 -0.239
O -1.490 -0.730 3.168 -0.584
H 0.744 0.179 4.441 -0.172
H 0.426 -0.694 5.954 0.369
H -0.512 0.774 5.430 0.372
H -1.887 -1.193 5.061 0.457
H -0.586 -2.160 4.303 0.244
H -0.784 -0.622 2.508 -0.086
C 2.445 3.049 -0.760 0.268
C 2.451 4.134 -1.797 -0.535
O 2.906 3.474 -2.981 -0.490
H 1.788 2.256 -1.146 -0.364
H 2.096 3.414 0.209 -0.070
H 3.454 2.585 -0.751 0.229
H 3.100 4.996 -1.568 0.506
H 1.428 4.506 -1.988 0.146
H 3.411 4.116 -3.476 0.274
C -0.068 1.809 -5.046 -1.445
C -0.240 2.425 -3.631 0.576
O -1.571 2.040 -3.204 0.087
H 0.930 2.113 -5.354 0.425
H -0.882 2.153 -5.747 0.303
H -0.154 0.733 -5.051 0.198
H -0.132 3.520 -3.632 0.216
H 0.582 2.058 -2.979 -0.246
H -1.726 2.404 -2.316 -0.088
C -2.986 -1.339 -3.196 0.488
C -2.954 -1.892 -4.647 -0.812
O -3.326 -3.241 -4.777 -0.554
H -2.281 -1.871 -2.538 0.106
H -4.000 -1.450 -2.806 0.054
H -2.594 -0.326 -3.223 -0.287
H -1.973 -1.686 -5.007 0.334
H -3.597 -1.341 -5.346 0.373
H -2.645 -3.804 -4.402 0.310
C -0.050 -4.541 1.361 -0.602
C 0.952 -3.834 0.488 0.544
O 2.128 -4.680 0.147 -0.643
H -0.944 -3.931 1.352 -0.244
H 0.364 -4.612 2.371 0.141
H -0.148 -5.569 1.004 0.403
H 1.312 -2.891 0.932 -0.299
H 0.531 -3.618 -0.483 0.332
H 2.749 -4.673 0.879 0.322
C -3.922 -2.862 0.919 -0.017
C -4.611 -1.597 1.446 -0.076
O -4.103 -1.077 2.676 -0.569
H -4.025 -2.980 -0.174 0.246
H -4.330 -3.748 1.425 0.350
H -2.869 -2.836 1.141 -0.557
H -5.643 -1.792 1.695 0.422
H -4.551 -0.784 0.680 -0.019
H -3.136 -0.941 2.569 0.427
C -0.225 2.681 2.529 0.053
C 0.118 4.163 2.329 -0.714
O 0.034 4.531 0.967 -0.420
H -1.185 2.481 2.062 0.307
H -0.294 2.448 3.587 0.248
H 0.501 2.012 2.049 -0.524
H 1.129 4.305 2.753 0.288
H -0.561 4.788 2.924 0.487
H 0.114 5.478 0.859 0.214
C -4.715 1.415 -1.987 -0.420
C -4.848 2.535 -3.081 -0.554
O -4.292 2.247 -4.297 -0.577
H -3.655 1.268 -1.663 -0.217
H -5.108 0.456 -2.332 0.282
H -5.247 1.650 -1.064 0.491
H -4.357 3.432 -2.616 0.149
H -5.906 2.809 -3.169 0.433
H -3.329 2.412 -4.205 0.332
C -1.309 -0.516 -0.418 0.647
C 0.025 0.192 -0.234 1.347
O 0.490 -0.241 1.039 3.035
H -1.728 -0.196 -1.364 -1.012
H -1.987 -0.324 0.418 -0.042
H -1.202 -1.592 -0.559 0.011
H -0.024 1.276 -0.256 -0.365
H 0.742 -0.154 -0.976 -0.898
H 1.408 -0.034 1.151 -1.477
C 4.922 2.167 2.712 -1.264
C 3.397 2.101 3.001 0.000
O 2.858 0.883 2.584 -0.047
H 5.548 1.631 3.440 0.311
H 5.177 3.228 2.787 0.409
H 5.117 1.781 1.714 0.275
H 2.869 2.917 2.429 -0.180
H 3.159 2.241 4.056 0.438
H 3.152 0.757 1.667 -0.155
C 3.248 -3.372 -2.687 -0.940
C 2.398 -2.388 -3.516 -0.206
O 2.048 -1.237 -2.796 -0.262
H 4.037 -2.782 -2.224 0.216
H 3.685 -4.199 -3.224 0.415
H 2.700 -3.775 -1.841 0.090
H 1.501 -3.014 -3.747 0.261
H 2.951 -2.161 -4.459 0.308
H 1.185 -0.925 -3.045 -0.033
C 2.499 -3.029 4.862 -1.361
C 2.468 -2.286 3.545 1.105
O 3.334 -2.745 2.563 -0.432
H 3.522 -3.024 5.324 0.401
H 2.157 -4.060 4.763 0.333
H 1.835 -2.547 5.586 0.254
H 2.745 -1.230 3.714 -0.249
H 1.435 -2.293 3.131 -0.385
H 4.205 -2.699 2.979 0.337
```

***

Here is a cluster of 2 separate species, C3H11NO in total at a distorted geometry from the Open Molecules 2025 dataset. Energies are from wB97M-V/def2-TZVPD.

The SMILES is CCOC.N. For the energy above the lowest of the compared OMol25 structures with the same formula, charge and spin, the calculation gives 1.0035 eV. Its largest force on an atom is 0.0273 hartree/bohr. The multiplicity is 1. As for the HOMO-LUMO gap: 10.65 eV. As for the HOMO energy: -9.6 eV.

XYZ file:
```
16
Properties=species:S:1:pos:R:3:nbo_charge:R:1
C -0.042 1.723 0.611 -0.239
N 0.207 -1.917 2.113 -1.089
H -0.570 2.309 -0.150 0.166
H -0.590 1.755 1.541 0.176
H 0.965 2.117 0.727 0.182
H 1.019 -2.219 2.630 0.351
H 0.420 -0.994 1.750 0.380
H -0.596 -1.849 2.719 0.352
C -0.622 -0.085 -0.961 -0.051
O 0.042 0.382 0.189 -0.576
C 0.362 -0.231 -2.108 -0.632
H -1.384 0.658 -1.186 0.159
H -1.075 -1.032 -0.686 0.191
H -0.150 -0.297 -3.072 0.208
H 1.091 -1.031 -2.007 0.216
H 0.923 0.711 -2.108 0.204
```